[1]
{"formula": "C11H10BrNSeYb", "method": "ωB97M-V with the def2-TZVPD basis set", "elements": ["C", "C", "C", "H", "C", "C", "H", "H", "H", "H", "Yb", "Br", "C", "C", "C", "H", "C", "C", "H", "H", "H", "H", "Se", "C", "N"], "xyz": [[0.85608, 1.57201, -1.11542], [-0.10887, 2.53696, -0.68311], [0.26830, 3.00647, 0.59983], [-0.99490, 2.87951, -1.21572], [1.51046, 2.39365, 0.95184], [1.84563, 1.46326, -0.06705], [2.67659, 0.75246, -0.01694], [0.81314, 0.99037, -2.05865], [-0.30341, 3.64915, 1.27257], [2.07698, 2.58456, 1.86463], [-0.53415, -0.35809, 0.09733], [-3.18480, -0.17985, -0.70081], [-0.55091, -2.90702, 0.31655], [0.87716, -2.88077, 0.28416], [1.28228, -2.46921, -1.01351], [1.55010, -3.25386, 1.06128], [0.11126, -2.20512, -1.78344], [-1.01865, -2.53437, -0.97562], [-2.05584, -2.48845, -1.29054], [-1.15460, -3.21779, 1.16446], [2.30983, -2.49287, -1.39413], [0.10417, -1.92668, -2.83349], [-3.03890, 2.78567, 3.14899], [-1.99782, 1.59264, 2.41353], [-1.33911, 0.70738, 1.97326]], "atomic_forces_ev_per_a": [[-0.4, -0.8, 0.3], [-0.1, -0.1, 0.7], [1.0, -0.3, -0.3], [0.2, -0.3, 0.0], [-1.0, -0.3, -0.5], [-0.4, -0.3, 0.1], [-0.2, 0.4, -0.3], [0.3, 0.6, 0.5], [0.2, -0.1, -0.5], [-0.2, -0.2, -0.3], [0.1, 1.9, 0.2], [0.5, 0.3, 0.0], [0.3, -0.1, -0.3], [-0.1, 0.2, -0.3], [-0.4, 0.1, 0.2], [-0.3, 0.4, -0.2], [0.1, -0.6, 0.6], [0.2, -0.5, -0.3], [0.4, -0.1, 0.1], [0.0, 0.0, -0.2], [-0.5, 0.4, 0.3], [-0.1, 0.0, 0.3], [-0.3, 0.6, 0.2], [1.2, -2.2, -0.6], [-0.6, 0.9, 0.3]], "multiplicity": 2, "total_energy_ha": -6614.19504, "orbital_gap_ha": [0.2789, 0.2663], "lumo_energy_ev": [2.87, 2.53], "charge": -1, "mol_weight_g_mol": 488.1, "relative_energy_kcal_mol": 0.0}

---

[2]
{"formula": "C54H51CuFN5S3", "method": "ωB97M-V with the def2-TZVPD basis set", "elements": ["Cu", "C", "C", "C", "C", "C", "C", "C", "C", "C", "C", "C", "C", "N", "C", "C", "C", "C", "C", "C", "F", "H", "H", "H", "H", "H", "H", "H", "H", "H", "H", "H", "H", "H", "H", "H", "H", "H", "H", "H", "H", "H", "N", "S", "N", "S", "N", "S", "N", "C", "C", "C", "C", "C", "C", "C", "C", "C", "C", "C", "C", "C", "C", "C", "C", "C", "C", "C", "C", "C", "C", "C", "C", "C", "C", "C", "C", "C", "C", "C", "C", "C", "C", "C", "C", "H", "H", "H", "H", "H", "H", "H", "H", "H", "H", "H", "H", "H", "H", "H", "H", "H", "H", "H", "H", "H", "H", "H", "H", "H", "H", "H", "H", "H", "H"], "xyz": [[0.28126, -0.13334, 0.38710], [2.36055, 0.50897, -3.98968], [1.70092, -0.21096, -2.81227], [0.55123, -1.09946, -3.29038], [2.70917, -1.01213, -2.00804], [3.48555, -1.95668, -2.67092], [4.43826, -2.69684, -1.99605], [4.62317, -2.48940, -0.63940], [3.87740, -1.54640, 0.06466], [4.20185, -1.37159, 1.54218], [3.08745, -1.89021, 2.44917], [4.62718, 0.04089, 1.94633], [2.89724, -0.81266, -0.62926], [2.12379, 0.16958, 0.05160], [2.47962, 1.48187, -0.18567], [3.64136, 1.91124, -0.84580], [3.92435, 3.26161, -0.99450], [3.07384, 4.24021, -0.50245], [1.90761, 3.85073, 0.14817], [1.65754, 2.51101, 0.27556], [0.48802, 2.10226, 0.89707], [1.62901, 1.12717, -4.51400], [2.77168, -0.19922, -4.71130], [3.16974, 1.15535, -3.64892], [1.27868, 0.56077, -2.16427], [0.92206, -1.94515, -3.87518], [-0.13672, -0.53225, -3.91828], [-0.01446, -1.50190, -2.44727], [3.34493, -2.11010, -3.73470], [5.04916, -3.41790, -2.52516], [5.38370, -3.05312, -0.11127], [5.07002, -2.01515, 1.71431], [2.16681, -1.33020, 2.28921], [3.37929, -1.79280, 3.49775], [2.88777, -2.94416, 2.24514], [3.78188, 0.72487, 1.96808], [5.37452, 0.44464, 1.26266], [5.06676, 0.01532, 2.94543], [4.32501, 1.16806, -1.23454], [4.83391, 3.55107, -1.50498], [3.30542, 5.28877, -0.62183], [1.20285, 4.56798, 0.54698], [-1.58748, 0.24719, 0.55245], [-2.94972, 0.03580, 0.10081], [-3.84048, -1.22753, 0.64228], [-3.25782, -2.64368, 0.86790], [-2.16252, -3.16607, -0.07825], [-0.53583, -3.21816, 0.22255], [0.23173, -2.06008, 0.64449], [-0.05679, -3.98798, -1.30995], [1.31214, -4.17424, -1.44917], [1.78845, -4.77915, -2.60111], [0.90752, -5.16447, -3.60185], [-0.45582, -4.94332, -3.46077], [-0.95039, -4.35639, -2.30602], [-0.37016, -4.56173, 1.38853], [-0.86036, -5.82710, 1.09410], [-0.71257, -6.83487, 2.03191], [-0.07070, -6.57260, 3.23843], [0.42674, -5.30709, 3.50808], [0.27810, -4.28722, 2.57758], [-2.85449, -2.85400, 2.58191], [-3.17425, -4.04542, 3.22178], [-2.82009, -4.19624, 4.55175], [-2.14938, -3.17598, 5.21322], [-1.83101, -1.99645, 4.55412], [-2.19015, -1.82028, 3.22698], [-4.65843, -3.68846, 0.61141], [-4.49648, -4.87897, -0.07694], [-5.60310, -5.69845, -0.25231], [-6.83384, -5.32132, 0.26334], [-6.97529, -4.12195, 0.95315], [-5.88395, -3.29020, 1.13220], [-4.05129, 1.34435, 0.57690], [-3.48442, 2.41161, 1.24894], [-4.30374, 3.46636, 1.63069], [-5.65630, 3.43728, 1.32962], [-6.20595, 2.35840, 0.64371], [-5.40220, 1.29960, 0.26010], [-3.16914, -0.03645, -1.66866], [-2.52368, 0.96481, -2.38528], [-2.64724, 0.99287, -3.76347], [-3.39182, 0.01650, -4.41393], [-4.02466, -0.98166, -3.68842], [-3.92542, -1.00793, -2.30374], [1.99696, -3.82810, -0.68212], [2.85198, -4.93058, -2.72053], [1.28624, -5.62981, -4.50224], [-1.13734, -5.22749, -4.25152], [-2.00766, -4.16816, -2.18877], [-1.32391, -6.02919, 0.13653], [-1.07983, -7.82953, 1.81686], [0.05179, -7.36613, 3.96381], [0.93462, -5.10920, 4.44284], [0.65327, -3.28829, 2.75473], [-3.69354, -4.83871, 2.70080], [-3.06739, -5.11277, 5.06967], [-1.87746, -3.29970, 6.25315], [-1.31041, -1.20440, 5.07521], [-1.95480, -0.90401, 2.70038], [-3.52778, -5.14612, -0.47378], [-5.50088, -6.62919, -0.79318], [-7.69290, -5.96402, 0.12531], [-7.93904, -3.83357, 1.34949], [-5.97612, -2.34918, 1.65734], [-2.42193, 2.40574, 1.45787], [-3.88191, 4.31039, 2.15899], [-6.29051, 4.26201, 1.62613], [-7.26114, 2.34637, 0.40689], [-5.81565, 0.45541, -0.27673], [-1.93221, 1.70943, -1.86611], [-2.15501, 1.77072, -4.33162], [-3.47942, 0.03628, -5.49201], [-4.60763, -1.73711, -4.19832], [-4.43820, -1.76809, -1.73036]], "atomic_forces_ev_per_a": [[0.0, 0.0, 0.0], [0.0, 0.0, 0.0], [-0.1, 0.0, 0.0], [0.0, 0.0, 0.0], [0.0, 0.0, 0.0], [0.0, 0.0, 0.0], [0.0, 0.0, 0.0], [0.0, 0.0, 0.0], [0.0, 0.0, 0.0], [0.0, 0.0, 0.0], [0.0, 0.0, 0.0], [0.0, 0.0, 0.0], [0.1, 0.0, 0.1], [-0.1, 0.0, 0.0], [0.0, 0.0, 0.0], [0.0, 0.0, 0.0], [0.0, 0.0, 0.0], [0.0, 0.0, 0.0], [0.0, 0.0, 0.0], [0.0, 0.0, 0.0], [0.0, 0.0, 0.0], [0.0, 0.0, 0.0], [0.0, 0.0, 0.0], [0.0, 0.0, 0.0], [0.0, 0.0, 0.0], [0.0, 0.0, 0.0], [0.0, 0.0, 0.0], [0.0, 0.0, 0.0], [0.0, 0.0, 0.0], [0.0, 0.0, 0.0], [0.0, 0.0, 0.0], [0.0, 0.0, 0.0], [0.0, 0.0, 0.0], [0.0, 0.0, 0.0], [0.0, 0.0, 0.0], [0.0, 0.0, 0.0], [0.0, 0.0, 0.0], [0.0, 0.0, 0.0], [0.0, 0.0, 0.0], [0.0, 0.0, 0.0], [0.0, 0.0, 0.0], [0.0, 0.0, 0.0], [0.0, 0.1, 0.1], [0.0, -0.1, 0.0], [0.1, 0.0, 0.0], [0.0, 0.1, -0.1], [0.0, 0.0, 0.0], [0.0, 0.0, 0.0], [0.0, 0.0, 0.1], [0.0, 0.0, 0.0], [0.0, 0.0, 0.0], [0.0, 0.0, 0.0], [0.0, 0.0, 0.0], [0.0, 0.0, 0.0], [0.0, 0.0, 0.0], [0.0, 0.0, 0.0], [0.0, 0.0, 0.0], [0.0, 0.0, 0.0], [0.0, 0.0, 0.0], [0.0, 0.0, 0.0], [0.0, 0.0, 0.0], [0.0, 0.0, 0.0], [0.0, 0.0, 0.0], [0.0, 0.0, 0.0], [0.0, 0.0, 0.0], [0.0, 0.0, 0.0], [0.0, 0.0, 0.0], [0.0, 0.0, 0.0], [0.0, 0.0, 0.0], [0.0, 0.0, 0.0], [0.0, 0.0, 0.0], [0.0, 0.0, 0.0], [0.0, 0.0, 0.0], [0.0, 0.0, 0.0], [0.0, 0.0, 0.0], [0.0, 0.0, 0.0], [0.0, 0.0, 0.0], [0.0, 0.0, 0.0], [0.0, 0.0, 0.0], [0.0, 0.0, 0.0], [0.0, 0.0, 0.0], [0.0, 0.0, 0.0], [0.0, 0.0, 0.0], [0.0, 0.0, 0.0], [0.0, 0.0, 0.0], [0.0, 0.0, 0.0], [0.0, 0.0, 0.0], [0.0, 0.0, 0.0], [0.0, 0.0, 0.0], [0.0, 0.0, 0.0], [0.0, 0.0, 0.0], [0.0, 0.0, 0.0], [0.0, 0.0, 0.0], [0.0, 0.0, 0.0], [0.0, 0.0, 0.0], [0.0, 0.0, 0.0], [0.0, 0.0, 0.0], [0.0, 0.0, 0.0], [0.0, 0.0, 0.0], [0.0, 0.0, 0.0], [0.0, 0.0, 0.0], [0.0, 0.0, 0.0], [0.0, 0.0, 0.0], [0.0, 0.0, 0.0], [0.0, 0.0, 0.0], [0.0, 0.0, 0.0], [0.0, 0.0, 0.0], [0.0, 0.0, 0.0], [0.0, 0.0, 0.0], [0.0, 0.0, 0.0], [0.0, 0.0, 0.0], [0.0, 0.0, 0.0], [0.0, 0.0, 0.0], [0.0, 0.0, 0.0], [0.0, 0.0, 0.0]], "multiplicity": 2, "total_energy_ha": -5296.60315, "orbital_gap_ha": [0.2457, 0.2280], "lumo_energy_ev": [-2.36, -2.80], "charge": 1, "mol_weight_g_mol": 948.8, "relative_energy_kcal_mol": 0.0}

---

[3]
{"formula": "C18H15F3In", "method": "ωB97M-V with the def2-TZVPD basis set", "elements": ["In", "F", "C", "C", "C", "C", "C", "C", "H", "H", "H", "H", "H", "F", "C", "C", "C", "C", "C", "C", "H", "H", "H", "H", "H", "F", "C", "C", "C", "C", "C", "C", "H", "H", "H", "H", "H"], "xyz": [[-2.95717, -0.80128, 14.28166], [-3.28963, -0.19748, 12.63079], [-3.21602, 0.66673, 11.57893], [-2.18384, 0.61969, 10.65644], [-2.11834, 1.50406, 9.60364], [-3.02869, 2.56115, 9.52751], [-4.13803, 2.62424, 10.38788], [-4.23956, 1.62611, 11.38656], [-1.32181, -0.01424, 10.80297], [-1.30922, 1.48860, 8.88846], [-3.09633, 3.31165, 8.75384], [-4.85668, 3.42914, 10.34227], [-5.04286, 1.64452, 12.10823], [-3.14811, -2.10617, 15.67623], [-2.48131, -2.41686, 16.79399], [-2.56781, -1.62287, 17.98608], [-1.80690, -1.94071, 19.12496], [-0.95464, -3.03452, 19.06228], [-0.69879, -3.63106, 17.84862], [-1.49644, -3.36552, 16.72037], [-3.29940, -0.82843, 17.97976], [-1.89376, -1.38857, 20.04908], [-0.23657, -3.20236, 19.85133], [0.11620, -4.32399, 17.70019], [-1.35578, -3.98995, 15.85048], [-3.48630, 0.78261, 14.26811], [-4.08169, 1.95364, 14.13602], [-5.34242, 2.21906, 14.65346], [-5.88659, 3.49337, 14.48809], [-5.21950, 4.52407, 13.84230], [-3.98239, 4.23161, 13.32454], [-3.39995, 2.98520, 13.44834], [-5.86216, 1.38975, 15.11008], [-6.90794, 3.76360, 14.71217], [-5.60843, 5.51898, 13.68333], [-3.49204, 5.07799, 12.86672], [-2.43499, 2.76843, 13.01441]], "atomic_forces_ev_per_a": [[6.6, -13.6, 4.1], [-1.2, -2.0, -8.1], [-0.3, 3.9, -5.4], [0.9, -1.0, 1.6], [-0.3, 1.6, -0.2], [-2.2, 0.0, 0.2], [1.4, -1.6, 0.4], [-0.1, -0.3, 0.7], [-0.1, -0.6, -0.1], [0.1, -0.4, 0.1], [0.9, 0.0, -0.3], [-0.1, -0.1, -0.1], [-0.4, 0.0, -0.5], [-2.7, -1.3, -0.3], [3.7, -0.6, 6.0], [-0.6, -0.3, -0.9], [-1.2, -0.4, -1.0], [1.4, 1.2, 0.0], [-0.8, -0.6, -1.5], [0.4, -0.7, -0.1], [0.0, 0.4, 0.3], [-0.2, 0.2, -0.1], [-0.3, -0.2, 0.4], [-0.1, -0.2, 0.3], [0.1, 0.1, -0.3], [-3.1, 11.1, 3.9], [-2.9, 8.3, -0.2], [0.8, -1.1, 0.1], [-1.0, 0.5, -0.4], [0.6, -0.9, 0.0], [0.4, 0.9, -0.1], [0.6, -1.3, 0.8], [-0.5, 0.2, 0.3], [-0.2, -0.7, 0.7], [-0.4, -0.1, 0.3], [0.6, -0.4, -0.3], [0.3, 0.3, 0.1]], "total_energy_ha": -1183.05385, "orbital_gap_ha": 0.1130, "lumo_energy_ev": -15.19, "charge": 3, "mol_weight_g_mol": 403.1, "relative_energy_kcal_mol": 228.8}